A | This record from OMol25 describes one molecule with the formula C4H9NO2. The level of theory is the ωB97M-V functional and the def2-TZVPD basis.

```
16
Properties=species:S:1:pos:R:3
C -1.95956 0.71508 1.12265
C -1.30309 -0.63158 0.81358
N -0.73119 0.03131 -1.53015
C 0.29553 -0.13417 -0.81131
O 0.11677 -0.52017 0.46337
O 1.55621 0.06348 -1.27186
C 2.76942 -0.11906 -0.54170
H -2.35265 1.23811 0.24107
H -2.79818 0.56577 1.81410
H -1.22665 1.35870 1.61427
H -1.27850 -1.28494 1.68615
H -1.86245 -1.11863 0.00895
H -0.52235 0.30892 -2.47345
H 3.58825 0.15946 -1.22254
H 2.80550 0.53122 0.33539
H 2.90293 -1.16352 -0.24853
```

Output
SMILES string: [H]/N=C(\OC)OCC
LUMO level, eV: 1.0
Kohn-Sham gap, eV: 10.5

***

B | This record from OMol25 describes a 2-piece molecular cluster, C4H9NO2 overall. The level of theory is the ωB97M-V functional and the def2-TZVPD basis.

```
16
Properties=species:S:1:pos:R:3
C -2.51608 0.94567 1.18379
C -1.24707 0.58815 0.46491
N -0.65383 1.26105 -0.43624
C 1.17916 -2.06353 -0.63768
O 0.83420 -1.82235 0.49417
O 1.99419 -1.32754 -1.38025
C 2.42256 -0.09101 -0.78324
H -2.92458 1.90195 0.84015
H -3.26983 0.16352 1.03607
H -2.32623 1.00645 2.26174
H -0.77621 -0.35490 0.75657
H 0.85890 -2.94893 -1.20603
H -1.16738 2.12491 -0.63638
H 3.17022 0.31418 -1.46508
H 1.56247 0.57983 -0.69339
H 2.85951 -0.27745 0.20088
```

Output
SMILES string: [H]/N=C\C.COC=O
LUMO level, eV: 1.1
Kohn-Sham gap, eV: 11.0

***

C | This record from OMol25 describes one molecule with the formula C4H9NO2. The level of theory is the ωB97M-V functional and the def2-TZVPD basis.

```
16
Properties=species:S:1:pos:R:3
C -2.45593 0.02300 -0.23723
C -0.98733 0.43224 -0.20006
C -0.21501 -0.23794 0.92642
O 1.16787 0.13914 0.86931
C 1.86920 -0.42477 -0.13909
O 1.47878 -1.33512 -0.83922
N 3.09592 0.16692 -0.24282
H -2.98807 0.30585 0.67839
H -2.96383 0.50311 -1.07909
H -2.55847 -1.06007 -0.36701
H -0.50805 0.14858 -1.14268
H -0.89090 1.52054 -0.09536
H -0.56105 0.09301 1.91043
H -0.29366 -1.32750 0.87314
H 3.58747 -0.01633 -1.10179
H 3.22305 1.06935 0.18667
```

Output
SMILES string: CCCOC(N)=O
LUMO level, eV: 0.9
Kohn-Sham gap, eV: 11.4

***

D | This record from OMol25 describes C4H9NO2 as an isolated structure. The level of theory is the ωB97M-V functional and the def2-TZVPD basis.

```
16
Properties=species:S:1:pos:R:3
C -2.00350 -0.66939 -0.17058
O -1.18769 -0.36084 0.93478
C 0.15426 -0.69028 0.76259
C 0.88690 0.27307 -0.24080
N 2.16072 -0.18089 -0.47795
O 2.01233 -1.12014 -1.33267
C 0.76799 1.71701 0.18255
H -3.03591 -0.48428 0.13482
H -1.75736 -0.03751 -1.03473
H -1.89677 -1.72540 -0.46081
H 0.28045 -1.73713 0.45074
H 0.61005 -0.55007 1.74982
H 0.81331 -0.68802 -1.38708
H 1.28981 1.89412 1.13254
H -0.28447 1.97494 0.33001
H 1.18989 2.38481 -0.57323
```

Output
LUMO level (spin up / spin down), eV: -0.6 / -0.6
Kohn-Sham gap (spin up / spin down), eV: 8.4 / 8.4

***

Most stable one: C, least stable one: D.

***

A | This record from OMol25 describes a 2-piece molecular cluster, C4H9NO2 overall. The level of theory is the ωB97M-V functional and the def2-TZVPD basis.

```
16
Properties=species:S:1:pos:R:3
N 1.43108 0.42436 1.56347
C 1.43251 -0.87214 1.13965
O 2.01557 -1.76140 1.73022
C 0.66084 -1.12505 -0.14735
C -0.64542 -0.40676 -0.29691
C -0.75363 0.77978 -0.89075
O 0.36480 1.53198 -1.13935
H 2.08147 0.65328 2.29876
H 1.10410 1.16181 0.95719
H 1.31053 -0.83924 -0.98405
H 0.50308 -2.20506 -0.20796
H -3.14724 -0.35407 -0.74153
H -1.52557 -0.89535 0.09896
H -1.68710 1.21327 -1.23144
H -3.28562 0.33620 -0.51484
H 0.12009 2.30240 -1.66177
```

Output
SMILES string: NC(=O)C/C=C\O.[H][H]
LUMO level, eV: 0.4
Kohn-Sham gap, eV: 9.3

***

B | This record from OMol25 describes one molecule with the formula C4H9NO2. The level of theory is the ωB97M-V functional and the def2-TZVPD basis.

```
16
Properties=species:S:1:pos:R:3
C 0.25791 -0.03391 1.14028
C -1.03322 -0.62921 -1.73265
N 0.54044 1.68440 0.83643
C 0.93136 -0.08603 -0.14711
C 0.39775 -0.62049 -1.29777
O 0.98430 -0.45372 2.19926
O -1.06889 -0.24677 1.20847
H 0.69776 0.06760 2.96493
H -1.23439 -1.07561 1.68355
H 1.11106 2.21892 0.18557
H -0.38617 2.09005 0.71450
H 2.01114 -0.13330 -0.04015
H 1.11642 -0.87415 -2.07186
H -1.80118 -0.70563 -0.95699
H -1.30011 0.27647 -2.29304
H -1.22418 -1.47861 -2.39341
```

Output
SMILES string: C/C=C\C(N)(O)O
LUMO level, eV: 0.5
Kohn-Sham gap, eV: 7.9

***

C | This record from OMol25 describes one molecule with the formula C4H9NO2. The level of theory is the ωB97M-V functional and the def2-TZVPD basis.

```
16
Properties=species:S:1:pos:R:3
N -1.23761 0.39379 -1.44839
C -1.27508 1.18088 -0.34113
O -2.14137 2.01929 -0.14904
C -0.15331 0.93932 0.66987
C 0.05699 -0.54218 1.04393
C 1.18910 -1.25223 0.28513
O 1.33228 -0.85058 -1.07586
H -1.94422 0.53857 -2.15198
H -0.45807 -0.23057 -1.62249
H 0.77131 1.37960 0.26989
H -0.41901 1.53447 1.54556
H 0.28289 -0.61841 2.11397
H -0.88411 -1.08114 0.89249
H 2.14553 -1.11042 0.80556
H 0.99253 -2.32590 0.24458
H 1.74213 0.02548 -1.08209
```

Output
SMILES string: NC(=O)CCCO
LUMO level, eV: 0.7
Kohn-Sham gap, eV: 10.2

***

D | This record from OMol25 describes one molecule with the formula C4H9NO2. The level of theory is the ωB97M-V functional and the def2-TZVPD basis.

```
16
Properties=species:S:1:pos:R:3
O -1.09247 0.80334 -2.26371
C -1.51303 0.86825 -1.15629
C -0.74788 0.34615 0.12367
C 0.58020 -0.34772 -0.17029
C 0.73179 -1.90943 0.13007
O 1.74045 0.20388 0.43950
N -0.59355 1.41500 1.15776
H -2.43543 1.46491 -0.94598
H -1.64674 -0.27860 0.38983
H 0.78972 -0.09459 -1.20774
H 1.76422 -2.19464 -0.16328
H 0.03287 -2.48337 -0.57652
H 0.48569 -1.98962 1.20974
H 2.12510 1.01834 0.13998
H -0.08431 2.19305 0.86505
H -0.13661 0.98507 2.02821
```

Output
SMILES string: C[C@H](O)[C@@H](N)C=O
LUMO level, eV: 0.7
Kohn-Sham gap, eV: 10.3

***

Most stable one: C, least stable one: B.